[1]
The following is a DFT calculation (ωB97M-V/def2-TZVPD) of a molecular structure, C48H52F6INO6S.

The geometry in XYZ format:
```
115
Properties=species:S:1:pos:R:3:lowdin_charge:R:1
C -0.559 5.184 2.816 -0.070
C 0.473 5.237 3.910 -0.267
O 1.315 4.099 3.938 -0.107
C 2.134 4.059 2.808 -0.234
C 3.366 3.224 3.037 -0.086
C 4.168 3.198 1.750 -0.272
O 5.334 4.059 1.703 -0.157
S 5.958 3.694 0.288 0.536
O 7.259 4.136 0.119 -0.177
O 5.120 4.071 -0.775 -0.215
O 5.817 2.137 0.456 -0.149
C 4.727 1.833 1.423 -0.349
C 5.411 1.090 2.566 -0.089
C 6.778 1.625 3.045 -0.253
C 6.843 1.910 4.545 -0.615
I 6.630 3.973 5.074 0.826
C 3.814 0.843 0.680 -0.058
C 2.419 1.351 0.302 -0.091
C 1.385 0.895 1.283 -0.518
N 0.039 0.824 0.777 0.128
O 1.669 0.594 2.362 0.135
H -1.261 5.991 2.889 0.074
H -1.052 4.230 2.876 0.077
H -0.134 5.245 1.829 0.067
H 1.052 6.146 3.887 0.117
H -0.053 5.210 4.846 0.116
H 2.459 5.045 2.492 0.141
H 1.609 3.626 1.962 0.111
H 3.084 2.215 3.273 0.101
H 3.932 3.600 3.872 0.070
H 3.514 3.661 1.027 0.124
H 4.784 1.021 3.436 0.111
H 5.580 0.080 2.247 0.122
H 7.112 2.498 2.521 0.070
H 7.519 0.870 2.860 0.110
H 6.131 1.315 5.077 0.036
H 7.812 1.632 4.897 0.026
H 4.306 0.572 -0.230 0.127
H 3.679 -0.076 1.217 0.118
H 2.337 2.413 0.142 0.112
H 2.144 0.905 -0.637 0.110
H -0.207 -0.163 0.791 0.091
H -0.581 1.281 1.434 0.068
F 2.469 0.175 8.724 0.056
C 1.691 -0.326 7.746 -0.290
C 1.861 0.128 6.456 -0.011
C 1.062 -0.390 5.443 -0.066
C 0.104 -1.349 5.755 -0.091
C -0.051 -1.788 7.063 -0.091
C 0.747 -1.280 8.065 -0.025
H 2.611 0.878 6.248 0.113
H 1.153 -0.043 4.422 0.073
H -0.525 -1.756 4.972 0.096
H -0.800 -2.530 7.300 0.099
H 0.646 -1.615 9.088 0.117
F -2.708 0.606 1.743 0.034
C -3.360 0.243 0.612 -0.290
C -3.384 -1.086 0.251 -0.016
C -4.054 -1.457 -0.906 -0.074
C -4.678 -0.494 -1.685 -0.084
C -4.637 0.838 -1.307 -0.078
C -3.978 1.213 -0.148 -0.019
H -2.883 -1.821 0.869 0.110
H -4.088 -2.492 -1.197 0.087
H -5.195 -0.786 -2.589 0.101
H -5.120 1.590 -1.916 0.106
H -3.941 2.247 0.168 0.117
F -2.950 -5.288 0.752 0.053
C -3.040 -4.996 2.066 -0.294
C -2.056 -5.445 2.923 -0.018
C -2.151 -5.137 4.272 -0.084
C -3.226 -4.399 4.745 -0.099
C -4.207 -3.961 3.868 -0.079
C -4.112 -4.256 2.517 -0.027
H -1.230 -6.026 2.536 0.118
H -1.384 -5.476 4.955 0.105
H -3.298 -4.164 5.799 0.099
H -5.047 -3.387 4.234 0.106
H -4.863 -3.916 1.815 0.118
F 1.101 0.947 -5.461 0.053
C 2.216 1.485 -4.927 -0.288
C 3.345 1.600 -5.709 -0.022
C 4.488 2.156 -5.160 -0.081
C 4.492 2.580 -3.840 -0.082
C 3.347 2.452 -3.066 -0.080
C 2.197 1.905 -3.612 -0.016
H 3.323 1.256 -6.735 0.116
H 5.379 2.259 -5.764 0.105
H 5.387 3.011 -3.410 0.101
H 3.358 2.781 -2.037 0.077
H 1.295 1.803 -3.033 0.113
F -3.766 -3.422 -3.072 0.036
C -2.839 -3.304 -4.050 -0.277
C -3.220 -2.811 -5.279 -0.011
C -2.267 -2.684 -6.276 -0.075
C -0.954 -3.060 -6.035 -0.092
C -0.592 -3.559 -4.793 -0.082
C -1.539 -3.679 -3.787 -0.017
H -4.251 -2.529 -5.449 0.107
H -2.551 -2.291 -7.242 0.104
H -0.213 -2.964 -6.817 0.102
H 0.431 -3.856 -4.605 0.104
H -1.276 -4.057 -2.808 0.117
F -5.391 -0.871 -7.555 0.050
C -6.287 -1.838 -7.842 -0.296
C -6.200 -2.499 -9.049 -0.019
C -7.119 -3.496 -9.337 -0.082
C -8.113 -3.812 -8.423 -0.096
C -8.186 -3.134 -7.216 -0.082
C -7.265 -2.143 -6.918 -0.024
H -5.422 -2.233 -9.752 0.118
H -7.058 -4.027 -10.277 0.105
H -8.831 -4.588 -8.653 0.101
H -8.963 -3.377 -6.504 0.105
H -7.300 -1.608 -5.978 0.116
```

## Properties
* gap between HOMO and LUMO: 9.5 eV
* LUMO energy: 0.306 eV
* 2S+1: 1
* E_HOMO: -0.3361 hartree

[2]
The following is a DFT calculation (ωB97M-V/def2-TZVPD) of a molecular structure, C48H53AsN4PPtS2Si3.

The geometry in XYZ format:
```
113
Properties=species:S:1:pos:R:3:lowdin_charge:R:1
Pt 0.682 -0.035 -0.201 1.054
C -2.677 0.750 2.405 -0.076
C -1.950 0.274 1.361 -0.169
N -0.628 0.617 1.177 -0.127
C -0.020 1.455 2.075 -0.214
C -0.729 1.960 3.194 -0.188
C -2.078 1.606 3.358 -0.022
C -0.022 2.792 4.088 0.016
C 1.345 3.072 3.919 -0.062
C 2.027 2.609 2.832 0.006
C 1.332 1.837 1.837 -0.236
N 1.843 1.363 0.683 -0.076
C 3.106 1.470 0.120 -0.216
C 4.070 2.422 0.382 0.005
C 5.317 2.390 -0.271 -0.042
C 5.612 1.427 -1.192 -0.009
C 4.634 0.463 -1.535 -0.147
C 4.849 -0.537 -2.513 0.023
C 3.853 -1.415 -2.827 -0.012
C 2.614 -1.298 -2.176 -0.093
N 2.389 -0.375 -1.268 -0.066
C 3.383 0.503 -0.902 -0.170
H -3.712 0.455 2.501 0.112
H -2.356 -0.401 0.622 0.090
H -2.638 1.990 4.199 0.110
H -0.548 3.189 4.947 0.121
H 1.867 3.647 4.671 0.113
H 3.087 2.782 2.757 0.097
H 3.872 3.233 1.065 0.104
H 6.046 3.151 -0.029 0.117
H 6.575 1.400 -1.685 0.123
H 5.813 -0.591 -3.004 0.130
H 3.993 -2.195 -3.561 0.120
H 1.788 -1.966 -2.384 0.098
C 2.082 1.865 -3.991 -0.201
Si 0.324 1.242 -4.196 0.315
C -0.475 2.260 -5.541 -0.196
C 0.245 -0.586 -4.600 -0.207
As -0.766 1.470 -2.090 0.900
Si -0.651 3.778 -1.478 0.312
C -1.506 4.804 -2.789 -0.198
C -1.502 4.006 0.168 -0.184
C 1.147 4.258 -1.369 -0.192
Si -3.103 0.985 -2.395 0.321
C -3.608 1.585 -4.090 -0.210
C -3.417 -0.847 -2.280 -0.200
C -4.046 1.942 -1.098 -0.204
H 2.743 1.347 -4.690 0.043
H 2.476 1.727 -2.985 0.003
H 2.130 2.930 -4.224 0.032
H 0.117 2.120 -6.451 0.047
H -0.469 3.324 -5.308 0.022
H -1.496 1.960 -5.763 0.009
H 1.181 -0.920 -5.055 0.037
H -0.558 -0.788 -5.312 0.041
H 0.063 -1.185 -3.706 -0.017
H -2.460 4.376 -3.098 0.014
H -0.882 4.925 -3.675 0.024
H -1.707 5.801 -2.387 0.044
H -2.581 4.087 0.045 0.026
H -1.149 4.934 0.627 0.049
H -1.300 3.192 0.862 0.005
H 1.674 4.084 -2.307 0.016
H 1.657 3.709 -0.580 0.005
H 1.219 5.324 -1.138 0.048
H -3.185 0.968 -4.884 0.024
H -3.345 2.626 -4.274 0.019
H -4.697 1.500 -4.156 0.047
H -3.098 -1.353 -3.194 0.041
H -4.491 -1.015 -2.161 0.046
H -2.895 -1.319 -1.451 -0.010
H -4.123 2.995 -1.377 0.030
H -3.601 1.877 -0.105 0.004
H -5.060 1.541 -1.036 0.045
N -3.596 -8.167 -4.146 0.166
C -3.105 -7.239 -3.680 -0.179
C -2.497 -6.075 -3.098 -0.227
C -2.854 -5.671 -1.814 -0.012
C -2.273 -4.545 -1.262 -0.013
C -1.332 -3.804 -1.979 -0.244
C -0.973 -4.227 -3.263 -0.021
C -1.551 -5.352 -3.821 -0.016
C -0.750 -2.620 -1.416 -0.142
C -0.284 -1.599 -0.955 -0.275
H -3.581 -6.244 -1.255 0.124
H -2.539 -4.237 -0.261 0.105
H -0.237 -3.667 -3.823 0.106
H -1.272 -5.677 -4.814 0.123
S 2.846 -4.078 3.391 0.366
P 1.634 -2.524 3.721 0.049
S 2.183 -1.481 2.123 0.362
C -0.104 -2.981 3.780 -0.385
C -0.598 -3.564 4.949 -0.084
C -1.929 -3.932 5.024 -0.064
C -2.771 -3.707 3.942 -0.066
C -2.278 -3.129 2.784 -0.078
C -0.939 -2.772 2.692 -0.091
C 1.961 -1.654 5.261 -0.388
C 0.992 -0.781 5.754 -0.089
C 1.245 -0.055 6.905 -0.073
C 2.462 -0.194 7.561 -0.069
C 3.425 -1.063 7.069 -0.067
C 3.177 -1.797 5.919 -0.090
H 0.055 -3.723 5.799 0.117
H -2.313 -4.387 5.927 0.111
H -3.815 -3.985 4.007 0.109
H -2.942 -2.938 1.950 0.098
H -0.544 -2.338 1.782 0.054
H 0.037 -0.682 5.250 0.108
H 0.488 0.610 7.300 0.107
H 2.655 0.369 8.465 0.108
H 4.368 -1.178 7.587 0.110
H 3.921 -2.480 5.531 0.083
```

## Properties
* gap between HOMO and LUMO (spin up / spin down): 4.9 / 5.6 eV
* ΔE to the lowest compared entry with this formula, charge and spin: 6.5 kcal per mole
* LUMO energy (spin up / spin down): -3.077 / -4.807 eV
* total charge: +1
* 2S+1: 5
* E_HOMO (spin up / spin down): -0.2937 / -0.3841 hartree

[3]
The following is a DFT calculation (ωB97M-V/def2-TZVPD) of a molecular structure, C48H53FN6O4P2Se4W.

The geometry in XYZ format:
```
119
Properties=species:S:1:pos:R:3:lowdin_charge:R:1
W -0.121 0.267 -0.371 1.346
N 0.887 2.562 0.815 -0.055
C 2.282 3.024 0.636 -0.235
C 2.533 3.595 -0.742 -0.177
C 2.437 2.553 -1.843 -0.227
N 1.043 2.101 -2.009 -0.069
H 0.255 3.356 0.800 0.029
H 0.815 2.138 1.730 0.045
H 2.932 2.164 0.789 0.111
H 2.533 3.770 1.394 0.118
H 3.532 4.035 -0.752 0.125
H 1.825 4.406 -0.949 0.123
H 3.051 1.683 -1.602 0.109
H 2.811 2.978 -2.776 0.128
H 0.924 1.719 -2.940 0.068
H 0.442 2.919 -1.999 0.022
Se 2.176 -0.926 -6.980 0.345
P 2.345 -2.237 -5.359 0.505
C 4.045 -2.268 -4.737 -0.375
C 4.510 -1.213 -3.953 -0.099
C 5.864 -1.088 -3.689 -0.072
C 6.760 -2.016 -4.204 -0.080
C 6.301 -3.071 -4.981 -0.066
C 4.946 -3.195 -5.257 -0.076
C 1.883 -3.951 -5.704 -0.350
C 1.251 -4.237 -6.910 -0.092
C 0.939 -5.551 -7.233 -0.056
C 1.275 -6.580 -6.364 -0.059
C 1.920 -6.299 -5.167 -0.074
C 2.219 -4.987 -4.834 -0.107
C 1.368 -1.635 -3.906 -0.350
C 1.465 -1.692 -2.519 -0.377
N 0.672 -0.698 -2.068 -0.340
N 0.060 -0.120 -3.081 -0.105
N 0.464 -0.655 -4.191 0.045
P 1.981 -2.829 -1.226 0.774
Se 0.942 -2.199 0.591 0.618
C 3.758 -2.886 -1.004 -0.346
C 4.346 -2.157 0.028 -0.093
C 5.723 -2.193 0.193 -0.056
C 6.504 -2.961 -0.659 -0.046
C 5.918 -3.690 -1.685 -0.061
C 4.546 -3.653 -1.866 -0.092
C 1.379 -4.454 -1.688 -0.375
C 2.044 -5.604 -1.264 -0.074
C 1.515 -6.850 -1.569 -0.056
C 0.326 -6.945 -2.279 -0.062
C -0.348 -5.798 -2.679 -0.053
C 0.173 -4.550 -2.384 -0.089
H 3.816 -0.472 -3.574 0.100
H 6.224 -0.260 -3.090 0.112
H 7.820 -1.909 -4.010 0.116
H 7.002 -3.784 -5.395 0.116
H 4.591 -4.000 -5.890 0.116
H 1.020 -3.428 -7.592 0.060
H 0.453 -5.771 -8.175 0.113
H 1.044 -7.606 -6.624 0.112
H 2.203 -7.102 -4.497 0.106
H 2.736 -4.775 -3.907 0.073
H 3.725 -1.578 0.700 0.064
H 6.184 -1.634 0.997 0.112
H 7.577 -2.995 -0.521 0.119
H 6.529 -4.287 -2.350 0.118
H 4.098 -4.224 -2.666 0.087
H 2.960 -5.529 -0.691 0.114
H 2.030 -7.746 -1.244 0.118
H -0.080 -7.920 -2.520 0.119
H -1.279 -5.875 -3.227 0.120
H -0.360 -3.657 -2.685 0.090
O -4.791 0.741 -3.823 -0.036
C -5.285 0.527 -2.513 -0.215
C -4.079 0.497 -1.558 -0.557
C -4.706 0.175 -0.199 -0.218
O -3.857 0.463 0.900 -0.106
C -3.437 1.873 -1.609 -0.408
Se -1.677 2.140 -0.753 0.804
C -3.088 -0.518 -2.132 -0.467
Se -1.879 -1.451 -0.914 0.758
H -5.513 0.702 -4.457 0.109
H -5.817 -0.427 -2.436 0.140
H -5.969 1.329 -2.212 0.134
H -5.004 -0.879 -0.195 0.136
H -5.610 0.789 -0.108 0.135
H -4.388 0.420 1.699 0.090
H -4.073 2.625 -1.143 0.083
H -3.243 2.145 -2.641 0.075
H -2.438 -0.047 -2.859 0.046
H -3.615 -1.328 -2.634 0.080
F 1.735 0.381 -0.069 -0.489
C -3.622 1.117 6.018 -0.023
O -2.540 1.385 5.114 -0.075
C -2.735 2.292 4.142 -0.220
C -3.987 2.780 3.781 0.003
C -4.104 3.784 2.831 -0.037
C -2.976 4.336 2.242 -0.065
C -1.729 3.859 2.597 -0.038
C -1.600 2.822 3.507 -0.131
N -0.278 2.451 3.944 0.161
C 0.219 1.286 4.215 0.045
C -0.280 -0.011 3.854 -0.129
C -0.282 -0.923 4.924 -0.009
C -0.929 -2.132 4.835 -0.041
C -1.562 -2.459 3.641 -0.016
C -1.467 -1.628 2.537 -0.089
C -0.788 -0.419 2.604 -0.326
O -0.528 0.306 1.495 -0.396
H -3.200 0.517 6.817 0.101
H -4.412 0.550 5.524 0.100
H -4.024 2.044 6.425 0.107
H -4.871 2.399 4.274 0.118
H -5.088 4.162 2.579 0.123
H -3.061 5.138 1.521 0.120
H -0.840 4.321 2.184 0.112
H 0.288 3.239 4.238 0.184
H 1.110 1.320 4.838 0.166
H 0.176 -0.621 5.861 0.132
H -0.951 -2.806 5.681 0.121
H -2.101 -3.394 3.550 0.128
H -1.912 -1.925 1.605 0.026
```

## Properties
* gap between HOMO and LUMO: 4.7 eV
* ΔE to the lowest compared entry with this formula, charge and spin: 37.1 kcal per mole
* LUMO energy: -6.491 eV
* total charge: +2
* 2S+1: 1
* E_HOMO: -0.4107 hartree

[4]
The following is a DFT calculation (ωB97M-V/def2-TZVPD) of a molecular structure, C48H54AsN2OSbSeTa.

The geometry in XYZ format:
```
109
Properties=species:S:1:pos:R:3:lowdin_charge:R:1
Ta -0.260 0.087 0.470 0.893
C 1.395 1.852 7.334 -0.073
C 1.349 3.041 6.618 -0.071
C 1.084 3.029 5.254 -0.112
C 0.870 1.811 4.616 -0.372
C 0.896 0.616 5.333 -0.128
C 1.164 0.641 6.695 -0.075
Sb 0.707 1.761 2.528 1.513
C 0.236 3.771 2.093 -0.387
C -1.020 4.203 2.526 -0.146
C -1.452 5.496 2.255 -0.079
C -0.634 6.365 1.542 -0.078
C 0.609 5.938 1.096 -0.073
C 1.042 4.643 1.367 -0.118
C 2.843 1.625 2.337 -0.363
C 3.753 2.683 2.327 -0.116
C 5.122 2.440 2.344 -0.076
C 5.598 1.136 2.401 -0.080
C 4.702 0.077 2.431 -0.098
C 3.334 0.322 2.386 -0.183
H 1.610 1.869 8.394 0.108
H 1.518 3.985 7.121 0.109
H 1.049 3.962 4.703 0.098
H 0.708 -0.332 4.841 0.096
H 1.191 -0.285 7.255 0.108
H -1.669 3.536 3.086 0.104
H -2.424 5.825 2.601 0.109
H -0.965 7.375 1.337 0.108
H 1.246 6.612 0.538 0.109
H 2.004 4.322 0.991 0.085
H 3.408 3.708 2.326 0.082
H 5.817 3.271 2.336 0.107
H 6.664 0.948 2.429 0.107
H 5.068 -0.942 2.487 0.108
H 2.646 -0.519 2.402 0.076
C -1.568 3.452 -1.147 -0.058
O -0.981 2.343 -0.448 -0.346
C -1.722 1.493 0.367 -0.544
C -3.172 1.761 0.531 -0.087
H -2.339 3.100 -1.831 0.082
H -0.763 3.916 -1.705 0.098
H -1.978 4.165 -0.433 0.086
H -3.366 2.768 0.918 0.083
H -3.602 1.032 1.218 0.071
H -3.679 1.668 -0.436 0.076
C 3.569 -1.364 -0.680 -0.275
As 1.719 -0.995 -1.075 1.060
C 1.233 -2.528 -2.129 -0.272
C 2.026 0.412 -2.432 -0.328
C 2.933 0.020 -3.563 -0.310
C 2.435 -0.718 -4.638 -0.070
C 3.260 -1.100 -5.686 -0.075
C 4.604 -0.743 -5.680 -0.083
C 5.110 -0.004 -4.619 -0.072
C 4.281 0.371 -3.568 -0.058
H 4.060 -1.623 -1.616 0.034
H 3.647 -2.189 0.026 0.037
H 4.028 -0.480 -0.246 0.019
H 1.981 -2.687 -2.903 0.033
H 0.253 -2.364 -2.568 -0.014
H 1.191 -3.393 -1.468 0.037
H 2.441 1.249 -1.869 0.075
H 1.043 0.701 -2.797 0.017
H 1.382 -0.984 -4.651 0.089
H 2.858 -1.678 -6.510 0.104
H 5.249 -1.034 -6.499 0.105
H 6.153 0.287 -4.612 0.107
H 4.684 0.950 -2.745 0.114
C -1.296 -0.493 -5.620 -0.012
N -1.798 -1.567 -4.771 -0.055
C -1.996 -1.504 -3.440 -0.686
Se -1.701 -0.072 -2.294 0.769
N -2.495 -2.695 -3.062 0.134
C -2.638 -3.547 -4.156 -0.165
C -3.110 -4.844 -4.277 0.003
C -3.114 -5.384 -5.551 -0.067
C -2.660 -4.655 -6.659 -0.066
C -2.191 -3.358 -6.529 0.003
C -2.195 -2.824 -5.249 -0.153
H -1.079 0.366 -4.993 0.054
H -2.051 -0.227 -6.357 0.105
H -0.388 -0.816 -6.129 0.090
H -2.735 -2.886 -2.101 0.109
H -3.456 -5.409 -3.421 0.119
H -3.481 -6.392 -5.696 0.111
H -2.676 -5.116 -7.638 0.111
H -1.839 -2.794 -7.383 0.117
C -2.578 -2.794 0.282 -0.089
C -1.914 -2.487 1.636 -0.562
C -1.474 -3.817 2.271 -0.050
C -0.684 -1.603 1.384 -0.291
C -2.942 -1.822 2.572 -0.185
C -4.226 -2.359 2.700 -0.039
C -5.173 -1.780 3.535 -0.074
C -4.854 -0.653 4.284 -0.089
C -3.570 -0.137 4.205 -0.081
C -2.631 -0.719 3.359 -0.062
H -1.834 -3.239 -0.388 0.072
H -2.952 -1.875 -0.180 0.056
H -3.408 -3.497 0.390 0.079
H -0.700 -4.293 1.663 0.083
H -2.315 -4.510 2.357 0.085
H -1.074 -3.651 3.274 0.091
H 0.232 -1.976 1.880 0.033
H -4.502 -3.249 2.148 0.105
H -6.162 -2.217 3.605 0.105
H -5.595 -0.192 4.924 0.103
H -3.292 0.723 4.804 0.103
H -1.631 -0.313 3.320 0.055
```

## Properties
* gap between HOMO and LUMO (spin up / spin down): 6.6 / 6.6 eV
* ΔE to the lowest compared entry with this formula, charge and spin: 45.4 kcal per mole
* LUMO energy (spin up / spin down): -2.320 / -2.321 eV
* total charge: +1
* 2S+1: 1
* E_HOMO (spin up / spin down): -0.3278 / -0.3278 hartree